i.
Density functional theory data (ωB97M-V/def2-TZVPD) for 2 unconnected molecules or ions with the total composition C8H12N4.

Last column: Löwdin charge in e.
Atoms and positions in Å:
1 N 1.10 1.01 0.69  0.111
2 N -0.44 -2.69 -1.70  0.090
3 N -1.97 -1.16 -1.94  0.045
4 N 1.26 0.74 2.87  0.042
5 C -0.80 -0.49 -1.74  -0.077
6 C 1.59 -1.35 -1.28  -0.069
7 C 0.07 1.69 1.32  -0.355
8 C -0.98 2.39 0.53  -0.060
9 C 0.12 1.52 2.67  -0.050
10 C 1.75 0.42 1.66  -0.220
11 C 0.14 -1.45 -1.58  -0.353
12 C -1.69 -2.48 -1.92  -0.225
13 H 2.19 -0.56 -1.71  0.075
14 H -2.90 -0.78 -2.03  0.142
15 H 1.44 0.21 3.71  0.144
16 H -0.39 1.83 3.56  0.113
17 H -0.62 2.59 -0.47  0.064
18 H -0.71 0.57 -1.60  0.093
19 H 2.66 -0.11 1.47  0.118
20 H 2.10 -2.24 -1.70  0.076
21 H -2.42 -3.28 -2.00  0.114
22 H 1.75 -1.51 -0.24  0.040
23 H -1.92 1.84 0.44  0.072
24 H -1.34 3.31 0.98  0.070

As for the molar mass: 164.21 g/mol. The HOMO-LUMO gap is 9.12 eV. For the HOMO energy, the calculation gives -8.2719 eV. As for the SMILES: Cc1c[nH]cn1.Cc1c[nH]cn1.



ii.
Density functional theory data (ωB97M-V/def2-TZVPD) for 4 unconnected molecules or ions with the total composition C8H12N4.

Last column: Löwdin charge in e.
Atoms and positions in Å:
1 N 5.17 -12.91 -13.67  0.133
2 N 10.09 -12.75 -11.06  0.138
3 N 9.11 -12.11 -14.80  0.169
4 N 1.64 -16.13 -14.92  0.120
5 C 1.77 -13.62 -14.26  -0.093
6 C 8.47 -11.16 -14.73  -0.268
7 C 7.24 -13.07 -12.05  -0.086
8 C 6.08 -12.98 -12.97  -0.274
9 C 1.67 -15.02 -14.64  -0.292
10 C 10.48 -13.31 -11.99  -0.288
11 C 10.98 -14.01 -13.16  -0.103
12 C 7.69 -9.95 -14.64  -0.064
13 H 0.76 -13.21 -14.19  0.078
14 H 7.75 -13.95 -12.43  0.073
15 H 10.18 -14.46 -13.74  0.067
16 H 8.18 -9.04 -14.99  0.085
17 H 6.82 -13.32 -11.08  0.087
18 H 7.34 -9.84 -13.62  0.083
19 H 2.36 -13.49 -13.35  0.062
20 H 7.79 -12.14 -11.97  0.048
21 H 11.69 -14.78 -12.85  0.081
22 H 6.82 -10.03 -15.30  0.090
23 H 11.58 -13.49 -13.91  0.078
24 H 2.27 -13.02 -15.03  0.076

As for the molar mass: 164.21 g/mol. The HOMO-LUMO gap is 11.91 eV. For the HOMO energy, the calculation gives -11.3719 eV. As for the SMILES: CC#N.CC#N.CC#N.CC#N.



Verdict on stability: i comes out on top.



i.
Density functional theory data (ωB97M-V/def2-TZVPD) for a single C3H3BrO2 molecule.

Last column: Löwdin charge in e.
Atoms and positions in Å:
1 Br -2.78 0.07 0.01  0.824
2 O -0.17 -0.87 0.05  -0.111
3 O 2.28 -1.14 -0.07  0.080
4 C -0.30 1.52 -0.03  0.007
5 C 1.10 -1.43 0.02  -0.291
6 C -0.95 0.37 0.02  -0.794
7 H -0.76 2.48 -0.07  0.063
8 H 0.80 -2.50 0.09  0.146
9 H 0.78 1.49 -0.02  0.075

As for the molar mass: 150.96 g/mol. The HOMO-LUMO gap is 10.52 eV. For the HOMO energy, the calculation gives -9.8813 eV. As for the SMILES: C=C(Br)OC=O.



ii.
Density functional theory data (ωB97M-V/def2-TZVPD) for 2 unconnected molecules or ions with the total composition C3H3BrO2.

Last column: Löwdin charge in e.
Atoms and positions in Å:
1 Br -2.42 0.02 0.25  0.605
2 O 2.39 -2.22 -0.22  0.033
3 O 0.98 1.36 0.64  0.062
4 C 1.63 -1.79 0.56  -0.061
5 C 0.24 0.62 0.09  -0.280
6 C -1.08 1.15 -0.58  -0.564
7 H -1.39 2.16 -0.17  0.065
8 H 0.97 -2.42 1.14  0.059
9 H -1.31 1.13 -1.70  0.081

As for the molar mass: 150.96 g/mol. The HOMO-LUMO gap (alpha / beta) is 7.50 / 9.02 eV. For the HOMO energy (alpha / beta), the calculation gives -8.3780 / -8.9253 eV.



iii.
Density functional theory data (ωB97M-V/def2-TZVPD) for 2 unconnected molecules or ions with the total composition C3H3BrO2.

Last column: Löwdin charge in e.
Atoms and positions in Å:
1 Br 1.58 0.77 -0.20  0.712
2 O -1.27 2.89 -0.66  0.039
3 O 0.04 -1.35 -1.20  -0.131
4 C -0.04 -0.39 -0.20  -0.488
5 C -0.54 2.48 0.15  -0.228
6 C 0.25 -1.87 0.09  -0.215
7 H -0.54 -2.59 0.54  0.124
8 H -0.88 2.18 1.14  0.060
9 H 1.39 -2.11 0.33  0.128

As for the molar mass: 150.96 g/mol. The HOMO-LUMO gap (alpha / beta) is 5.80 / 9.85 eV. For the HOMO energy (alpha / beta), the calculation gives -7.8379 / -9.6754 eV.



Verdict on stability: i comes out on top.



i.
Density functional theory data (ωB97M-V/def2-TZVPD) for a single C3H3BrO2 molecule.

Last column: Löwdin charge in e.
Atoms and positions in Å:
1 Br 2.26 -1.46 0.78  0.657
2 O -1.07 2.03 0.23  0.072
3 O -0.64 -0.79 1.15  0.026
4 C 1.11 -0.51 -0.48  -0.490
5 C -1.47 0.95 -0.06  -0.158
6 C -0.33 -0.25 0.11  -0.339
7 H 1.19 -1.06 -1.31  -0.003
8 H 1.49 0.55 -0.52  0.090
9 H -2.54 0.54 0.09  0.145

As for the molar mass: 150.96 g/mol. The HOMO-LUMO gap is 9.90 eV. For the HOMO energy, the calculation gives -9.8476 eV. As for the SMILES: O=CC(=O)CBr.



ii.
Density functional theory data (ωB97M-V/def2-TZVPD) for 2 unconnected molecules or ions with the total composition C3H3BrO2.

Last column: Löwdin charge in e.
Atoms and positions in Å:
1 Br -1.58 1.98 0.59  0.631
2 O -0.32 -2.58 -1.59  0.063
3 O 1.62 -0.24 -0.28  0.062
4 C 1.01 0.66 0.17  -0.381
5 C -0.43 0.42 0.57  -0.629
6 C -0.74 -1.51 -1.55  0.061
7 H -0.73 -0.49 0.13  -0.050
8 H 1.41 1.69 0.30  0.121
9 H -0.25 0.06 1.68  0.121

As for the molar mass: 150.96 g/mol. The HOMO-LUMO gap is 10.78 eV. For the HOMO energy, the calculation gives -10.2468 eV.



Verdict on stability: ii comes out on top.



i.
Density functional theory data (ωB97M-V/def2-TZVPD) for 2 unconnected molecules or ions with the total composition C4H13N6.

Last column: Löwdin charge in e.
Atoms and positions in Å:
1 N -1.96 0.48 0.07  -0.118
2 N -3.39 0.36 0.14  0.147
3 N -1.79 -1.52 -1.07  0.244
4 N 0.67 -0.43 -1.78  0.085
5 N 1.65 -1.32 1.50  0.056
6 N -1.23 1.63 0.27  0.175
7 C 1.11 2.31 0.16  -0.015
8 C -0.04 1.41 -0.16  -0.252
9 C 0.15 -0.02 -0.61  -0.342
10 C -1.27 -0.54 -0.37  -0.217
11 H -3.95 1.17 -0.04  0.107
12 H 1.08 3.32 -0.23  0.079
13 H 0.79 -0.43 0.24  0.108
14 H 1.25 2.50 1.30  0.124
15 H 2.35 -2.14 1.49  0.114
16 H -2.79 -1.64 -0.96  0.123
17 H 2.03 1.75 -0.24  0.107
18 H -3.60 -0.11 1.01  0.104
19 H 1.73 -0.62 -1.87  0.159
20 H 1.91 -0.87 2.31  0.002
21 H -1.19 -2.18 -1.45  0.100
22 H 0.79 -1.68 1.78  0.011
23 H 0.37 -0.08 -2.66  0.098

As for the molar mass: 145.19 g/mol. Its charge is +1. The HOMO-LUMO gap is 9.84 eV. For the HOMO energy, the calculation gives -13.1280 eV.



ii.
Density functional theory data (ωB97M-V/def2-TZVPD) for 2 unconnected molecules or ions with the total composition C4H13N6.

Last column: Löwdin charge in e.
Atoms and positions in Å:
1 N -4.33 -0.60 1.63  0.001
2 N 0.18 0.97 0.56  -0.197
3 N 0.05 2.18 1.19  0.113
4 N 1.21 0.73 -0.19  0.154
5 N -1.82 0.27 1.40  0.089
6 N 2.29 -2.27 -1.90  0.179
7 C -0.90 0.12 0.57  -0.148
8 C 1.43 -1.41 -1.32  -0.026
9 C 1.82 -0.13 -0.97  -0.369
10 C 3.07 0.44 -1.53  -0.040
11 H 1.94 -3.13 -2.42  0.177
12 H 3.17 -0.13 -2.44  0.053
13 H -5.21 -0.74 1.10  0.070
14 H 2.77 1.51 -1.93  0.139
15 H 0.31 -1.50 -1.17  0.140
16 H -4.41 -0.97 2.56  0.040
17 H -4.42 0.45 1.76  0.071
18 H -1.68 0.77 2.32  0.145
19 H -2.70 -0.32 1.38  0.028
20 H 3.17 -1.93 -2.09  0.068
21 H -0.81 2.69 1.11  0.101
22 H 0.94 2.64 1.20  0.105
23 H 3.93 0.38 -0.83  0.104

As for the molar mass: 145.19 g/mol. Its charge is +1. The HOMO-LUMO gap (alpha / beta) is 6.80 / 6.80 eV. For the HOMO energy (alpha / beta), the calculation gives -11.5857 / -11.5832 eV.



Verdict on stability: i comes out on top.



i.
Density functional theory data (ωB97M-V/def2-TZVPD) for a single C2H5N2P molecule.

Last column: Löwdin charge in e.
Atoms and positions in Å:
1 P -1.15 0.94 -1.18  0.733
2 N 0.04 -0.89 2.64  0.151
3 N -0.42 -0.56 -0.68  -0.377
4 C 0.44 -0.80 1.57  -0.224
5 C 0.71 -0.35 0.23  -0.320
6 H 0.14 1.69 -1.50  -0.071
7 H -1.47 1.54 0.04  -0.125
8 H 0.86 0.71 0.10  0.052
9 H 1.62 -0.88 -0.10  0.121
10 H -0.78 -1.39 -1.12  0.060

As for the molar mass: 88.05 g/mol. The HOMO-LUMO gap is 10.48 eV. For the HOMO energy, the calculation gives -9.7305 eV. As for the SMILES: N#CCNP.



ii.
Density functional theory data (ωB97M-V/def2-TZVPD) for 2 unconnected molecules or ions with the total composition C2H5N2P.

Last column: Löwdin charge in e.
Atoms and positions in Å:
1 P -0.40 -0.88 -0.85  0.859
2 N -1.76 1.17 -0.49  -0.119
3 N -1.62 0.08 -1.19  -0.378
4 C 0.25 0.29 0.43  -0.390
5 C -0.81 1.40 0.36  -0.211
6 H 1.84 -2.19 -0.26  -0.034
7 H 2.33 -2.34 -0.82  0.031
8 H -0.24 -0.36 1.31  0.120
9 H 1.27 0.56 0.62  0.055
10 H -0.84 2.27 0.88  0.065

As for the molar mass: 88.05 g/mol. The HOMO-LUMO gap is 8.77 eV. For the HOMO energy, the calculation gives -9.2215 eV. As for the SMILES: C1=NN=PC1.[H][H].



Verdict on stability: i comes out on top.



i.
Density functional theory data (ωB97M-V/def2-TZVPD) for a molecular structure, C2H5N2P.

Last column: Löwdin charge in e.
Atoms and positions in Å:
1 P 1.69 0.76 -0.12  0.786
2 N 2.07 -0.81 0.18  -0.282
3 N 1.05 -1.49 -0.03  -0.214
4 C -0.19 0.86 0.04  -0.336
5 C -0.03 -1.54 -0.47  0.021
6 H -0.49 -0.05 0.56  0.003
7 H -0.90 -2.09 -0.34  0.058
8 H -0.45 1.90 0.52  0.083
9 H -0.62 0.89 -0.91  -0.015
10 H 2.17 1.50 0.94  -0.104

As for the molar mass: 88.05 g/mol. The HOMO-LUMO gap (alpha / beta) is 7.95 / 7.95 eV. For the HOMO energy (alpha / beta), the calculation gives -7.6798 / -7.6801 eV.



ii.
Density functional theory data (ωB97M-V/def2-TZVPD) for a single C2H5N2P molecule.

Last column: Löwdin charge in e.
Atoms and positions in Å:
1 P 1.29 1.11 -0.10  0.795
2 N 0.70 -1.43 0.02  -0.191
3 N 1.57 -0.64 0.09  -0.249
4 C -0.44 1.15 -0.13  -0.348
5 C -0.54 -1.35 -0.11  -0.084
6 H 1.57 1.01 1.24  -0.081
7 H -0.81 1.36 -1.09  -0.026
8 H -1.28 -2.11 0.23  0.083
9 H -0.89 -0.41 -0.82  0.087
10 H -1.15 1.30 0.66  0.013

As for the molar mass: 88.05 g/mol. The HOMO-LUMO gap (alpha / beta) is 8.00 / 8.00 eV. For the HOMO energy (alpha / beta), the calculation gives -8.4098 / -8.4091 eV. As for the SMILES: C=NN=[PH]=C.



Verdict on stability: i comes out on top.



i.
Density functional theory data (ωB97M-V/def2-TZVPD) for a single CH2O3S2 molecule.

Last column: Löwdin charge in e.
Atoms and positions in Å:
1 S -2.14 1.19 0.50  0.734
2 S 1.62 0.14 0.31  0.880
3 O 0.21 0.78 -0.60  -0.357
4 O 1.17 -0.55 1.50  -0.335
5 O 2.27 -0.62 -0.70  -0.298
6 C -0.98 0.15 -0.27  -0.816
7 H -1.25 -0.50 -1.24  0.159
8 H -0.90 -0.60 0.48  0.032

As for the molar mass: 126.16 g/mol. The HOMO-LUMO gap (alpha / beta) is 6.46 / 7.38 eV. For the HOMO energy (alpha / beta), the calculation gives -10.1180 / -9.7072 eV.



ii.
Density functional theory data (ωB97M-V/def2-TZVPD) for 2 unconnected molecules or ions with the total composition CH2O3S2.

Last column: Löwdin charge in e.
Atoms and positions in Å:
1 S -3.33 -0.01 -0.31  0.911
2 S 0.39 0.95 0.25  0.825
3 O -3.41 -0.25 1.09  -0.396
4 O -0.73 -1.25 -0.47  -0.130
5 O -2.55 1.10 -0.81  -0.470
6 C 0.30 -0.74 -0.01  -0.709
7 H -0.98 0.93 -0.04  -0.119
8 H 1.26 -1.25 0.32  0.089

As for the molar mass: 126.16 g/mol. The HOMO-LUMO gap is 9.01 eV. For the HOMO energy, the calculation gives -10.1797 eV.



Verdict on stability: ii comes out on top.



i.
Density functional theory data (ωB97M-V/def2-TZVPD) for a single C4H10O3 molecule.

Last column: Löwdin charge in e.
Atoms and positions in Å:
1 O -1.36 -0.48 0.67  -0.202
2 O 2.35 0.38 -0.64  -0.062
3 O 0.09 1.62 0.13  -0.028
4 C 1.35 0.64 -1.59  -0.219
5 C -1.24 -1.34 1.78  -0.101
6 C -0.02 0.68 -0.92  -0.347
7 C -0.37 -0.68 -0.32  -0.174
8 H -0.74 -1.38 -1.09  0.138
9 H -0.26 -1.21 2.26  0.095
10 H 0.54 -1.11 0.13  0.126
11 H -2.02 -1.07 2.49  0.091
12 H -0.79 0.99 -1.64  0.151
13 H -1.35 -2.39 1.48  0.093
14 H 1.39 -0.15 -2.35  0.129
15 H -0.60 1.38 0.76  0.096
16 H 2.13 0.97 0.10  0.088
17 H 1.52 1.61 -2.10  0.125

As for the molar mass: 106.12 g/mol. The HOMO-LUMO gap is 11.16 eV. For the HOMO energy, the calculation gives -10.2846 eV. As for the SMILES: COC[C@@H](O)CO.



ii.
Density functional theory data (ωB97M-V/def2-TZVPD) for 3 unconnected molecules or ions with the total composition C4H10O3.

Last column: Löwdin charge in e.
Atoms and positions in Å:
1 O 0.52 -0.11 0.79  0.011
2 O 0.02 -4.76 2.42  -0.046
3 O 2.04 0.05 -2.38  -0.061
4 C -0.27 0.99 0.67  -0.436
5 C -1.07 1.37 1.69  0.064
6 C -1.17 2.12 -1.38  0.026
7 C -0.17 1.67 -0.64  -0.148
8 H 0.63 -0.52 -0.10  0.106
9 H 0.30 -5.36 1.74  0.016
10 H 1.81 -0.84 -2.67  0.039
11 H -2.22 1.99 -1.12  0.063
12 H -1.49 2.35 1.56  0.060
13 H 2.96 -0.07 -2.06  0.058
14 H -0.69 -4.26 2.02  0.030
15 H -1.11 2.61 -2.33  0.055
16 H -0.98 0.92 2.66  0.061
17 H 0.87 1.85 -0.86  0.101

As for the molar mass: 106.12 g/mol. The HOMO-LUMO gap is 9.03 eV. For the HOMO energy, the calculation gives -8.6640 eV. As for the SMILES: C=CC(=C)O.O.O.



Verdict on stability: i comes out on top.